Entry 1:
{"formula": "C12H39O15P3", "method": "ωB97M-V/def2-TZVPD", "homo_ev": [-12.261, -12.261], "orbital_gap_ev": [9.683, 2.924], "total_charge": 1, "multiplicity": 2, "species": ["O", "H", "O", "H", "H", "H", "C", "H", "H", "C", "H", "C", "H", "H", "C", "H", "H", "C", "O", "H", "O", "H", "H", "P", "H", "H", "P", "H", "H", "H", "H", "H", "H", "O", "H", "O", "O", "C", "H", "H", "O", "C", "H", "C", "O", "H", "O", "H", "H", "C", "H", "H", "O", "H", "H", "O", "H", "C", "H", "H", "C", "H", "P", "O", "H", "C", "H", "O", "O"], "positions_angstrom": [[4.858390, 17.567650, -30.472770], [4.649890, 19.514930, -23.419530], [-3.501950, 17.606270, -28.626340], [6.248140, 17.419130, -26.946090], [5.580450, 17.987420, -21.975120], [5.518880, 20.484480, -24.650270], [3.919360, 17.251580, -31.433180], [-0.252700, 21.078690, -24.152870], [-1.517170, 16.254350, -25.582840], [-0.401970, 20.598980, -25.120190], [2.723540, 18.586410, -27.976370], [-2.422900, 15.077240, -31.099620], [-1.532380, 14.875590, -31.694940], [6.523990, 19.820570, -32.118340], [-1.156670, 19.080790, -31.332970], [0.095370, 17.591530, -27.613410], [2.534470, 16.549730, -25.992360], [-4.794550, 17.803970, -29.140420], [-2.172540, 18.879640, -30.408220], [1.548060, 19.153430, -29.064460], [6.671270, 15.764500, -31.190440], [7.975510, 19.179820, -32.622470], [6.449070, 19.340890, -23.808940], [4.528530, 17.085220, -24.360900], [3.275600, 16.547090, -30.906510], [3.281320, 18.008690, -31.889020], [6.385590, 17.039500, -30.463410], [3.547750, 16.276240, -27.358620], [-0.211960, 18.817850, -30.857070], [2.975640, 14.825460, -26.385680], [-3.302160, 14.494970, -31.375210], [-2.434340, 15.336610, -24.396180], [-2.144030, 14.556050, -30.183810], [5.222590, 18.383670, -25.048140], [-1.503740, 18.468980, -32.165640], [6.757170, 16.908030, -28.908200], [-3.616910, 16.661960, -25.513680], [-2.368500, 16.299040, -24.903630], [-1.142740, 21.236330, -25.603030], [1.937370, 17.277990, -28.865930], [7.169880, 18.366640, -30.942130], [6.204230, 17.123090, -22.202990], [-5.183910, 18.805230, -28.956100], [1.796580, 18.280240, -28.461240], [3.254360, 17.310130, -23.608110], [-4.348270, 16.505770, -24.911760], [0.669790, 20.617310, -25.942110], [5.493830, 18.379900, -28.246880], [7.141990, 18.679670, -27.835220], [6.406090, 17.880180, -27.921070], [1.066860, 19.788670, -26.220110], [-0.921300, 19.641100, -25.149390], [-0.922200, 17.024560, -29.039110], [-1.207940, 20.159090, -31.483720], [-4.752640, 17.761160, -30.228770], [-2.711300, 16.476370, -30.914720], [-5.606910, 17.144960, -28.834050], [3.291700, 15.868620, -26.380680], [4.259360, 16.604420, -32.241690], [7.212890, 17.512370, -22.341450], [5.435840, 19.507210, -24.174730], [-2.274520, 17.129940, -24.204440], [-2.206350, 17.440530, -29.651960], [4.398700, 15.892350, -25.559120], [6.292490, 16.587920, -21.257520], [6.996720, 18.850750, -32.273510], [6.638730, 18.111010, -32.989560], [0.836750, 18.145710, -27.358750], [5.822110, 16.550220, -23.487300]], "forces_ev_per_a": [[1.5, 1.0, 0.7], [0.3, 0.2, 0.2], [3.0, -0.7, -0.8], [0.2, -0.2, -0.4], [-0.1, -0.1, 0.0], [-0.6, -0.4, -0.8], [-1.7, -2.7, -0.6], [0.5, 0.1, 0.3], [-0.5, 0.2, -0.4], [-1.9, -1.5, -1.0], [0.2, -0.2, 0.1], [0.6, -1.0, 1.4], [-0.4, 0.6, -0.7], [-1.0, -0.4, -0.7], [0.0, 0.5, -0.4], [-0.7, -0.4, -0.9], [-0.5, -0.4, 0.1], [-1.3, 1.0, -1.9], [-1.8, -1.9, 3.2], [-0.4, -0.6, -0.7], [-0.8, 2.2, 0.8], [0.3, -0.5, 0.0], [-0.2, 0.1, 0.8], [0.6, -1.8, 0.6], [-0.8, 0.1, -0.2], [0.6, 0.8, 0.5], [1.1, -1.0, -0.3], [0.2, -0.5, -0.3], [0.3, -0.2, -0.6], [-0.4, 0.2, -0.4], [-0.1, 0.7, -0.7], [0.1, 0.1, 0.1], [0.0, 0.5, 0.6], [-1.6, -0.5, -0.8], [1.1, 0.3, -0.7], [-0.3, 0.2, -1.0], [0.3, -0.4, -1.3], [-1.2, 0.7, 0.8], [-0.2, 1.0, -0.1], [-0.2, 0.5, -0.8], [-0.1, -1.6, 0.8], [0.4, 1.8, -0.4], [0.5, 0.2, 0.5], [-0.1, -0.1, 2.0], [1.7, 0.2, -1.2], [0.2, -0.2, 0.2], [1.2, 1.8, 0.1], [-0.3, 0.0, 0.2], [0.4, -0.3, -0.1], [-0.5, 0.7, -0.3], [-0.2, -1.8, -0.4], [0.5, -0.3, 0.8], [-1.0, 0.2, 0.1], [0.4, -0.2, -0.7], [-0.2, -0.2, -0.1], [0.7, 1.0, 1.5], [0.8, -0.6, 0.6], [-1.1, 0.5, -0.4], [0.7, 0.3, -0.1], [0.0, 0.0, -0.2], [0.9, -0.3, 0.4], [1.1, -0.4, 0.6], [-2.5, -0.2, -1.3], [2.8, 2.8, 3.5], [-0.7, -1.4, -0.7], [1.2, 1.1, 0.4], [-0.6, 0.3, 0.2], [1.4, 1.6, 0.4], [-1.6, -0.5, -0.1]], "mulliken_charge": [-0.0822, 0.3756, -0.1999, 0.0794, 0.2712, 0.2584, -0.8785, 0.3372, 0.1032, -0.3436, 0.2282, -0.7290, 0.3109, 0.2502, -0.4661, 0.2271, 0.1956, -0.7232, -0.3066, 0.4798, -0.7022, 0.2783, 0.3051, 1.0025, 0.3195, 0.3257, 0.7930, 0.0325, 0.0973, 0.3100, 0.3044, 0.3203, 0.2918, -0.0990, 0.3043, -0.3032, -0.4691, -0.4457, 0.3258, 0.3331, -0.3500, -0.6722, 0.2912, -0.7441, -0.6502, 0.2801, -0.1736, 0.1000, 0.3291, -0.1836, 0.3705, 0.1703, -0.7367, 0.2403, 0.2830, -0.3448, 0.2868, -0.3501, 0.3879, 0.3053, -0.8566, 0.2279, 0.9279, -0.3449, 0.3074, -0.6823, 0.3318, -0.0644, -0.3980]}

=====

Entry 2:
{"formula": "C12H40ClF5N21O10", "method": "ωB97M-V/def2-TZVPD", "homo_ev": -3.481, "orbital_gap_ev": 5.438, "total_charge": -1, "multiplicity": 1, "species": ["H", "N", "N", "H", "H", "H", "C", "C", "Cl", "N", "H", "H", "H", "H", "N", "H", "H", "H", "N", "H", "O", "N", "C", "H", "H", "F", "H", "O", "H", "C", "F", "C", "O", "O", "N", "H", "N", "N", "N", "N", "N", "N", "H", "C", "H", "C", "H", "H", "H", "H", "C", "O", "N", "N", "H", "C", "C", "F", "N", "H", "H", "H", "O", "H", "O", "H", "H", "H", "F", "H", "H", "C", "N", "N", "O", "N", "H", "H", "H", "O", "H", "F", "H", "C", "N", "H", "H", "N", "O"], "positions_angstrom": [[3.401198, 0.984682, -6.336718], [-1.715682, 2.013198, 6.941071], [3.921765, -3.694682, 4.031340], [-3.736307, -4.580626, -2.610362], [0.260281, 1.178032, 8.299555], [0.732133, 4.714442, -9.598297], [3.358736, -4.104072, 2.849514], [2.132107, 1.216486, -4.757474], [-0.398878, 0.170185, -1.802548], [0.078141, 1.801919, -1.416166], [1.503157, 5.943973, 5.471046], [-1.841404, 1.067261, 7.243640], [1.489543, 1.032777, 3.796222], [-2.107056, -4.390982, -2.024740], [-6.865542, -0.688867, -1.288387], [-2.431722, 2.448725, 6.391453], [0.556768, 4.583201, 3.839601], [-6.316361, -1.499003, -1.508941], [-4.074130, -2.123593, -3.254022], [0.014728, 5.258637, 2.343642], [-5.967363, 0.395817, -3.059783], [-2.948821, -3.990976, -2.426517], [-0.605944, 2.763614, 7.228714], [0.780854, -9.997315, 1.220960], [2.882792, 2.193631, 2.372966], [-0.975137, 1.299304, 0.569837], [-0.430842, -9.021413, 0.468981], [1.021595, 3.629892, -7.379714], [3.809293, -2.772937, 4.406269], [3.245500, 2.009473, 4.416290], [-0.511026, 4.529207, 0.507622], [0.960821, -3.787496, -1.385732], [-0.475848, 3.910922, 6.847253], [2.310055, 0.098780, -4.294667], [0.435778, 5.383497, 3.248081], [2.759678, -8.942456, 2.020949], [-7.454710, 1.501788, -1.753301], [2.389287, -8.070379, 1.698728], [1.608419, -2.722137, -1.933942], [1.287495, 2.141953, -4.227579], [-0.720090, 2.333536, -7.993560], [1.374341, 6.731127, 4.863805], [-4.095141, -1.139861, -3.459170], [-6.714476, 0.402143, -2.101793], [4.292451, 2.994627, 2.984422], [0.182471, 3.332774, -8.209509], [-1.422531, 2.065522, -8.654207], [1.169201, 3.048049, -4.639437], [0.751433, 1.918152, -3.393893], [-7.465913, -0.707000, -0.487934], [0.811458, 6.640037, 3.612529], [-1.955676, -1.959377, -2.441814], [2.783393, 1.636967, -5.896887], [0.460774, -9.098470, 0.919386], [-8.068205, 1.530626, -0.963175], [1.179033, -7.943790, 1.083005], [-2.923705, -2.639095, -2.694658], [0.882622, 2.492734, 0.623325], [1.673994, -4.491129, -0.442841], [-0.602870, 3.746179, -10.111719], [2.477405, -2.235385, 2.539323], [1.244053, -5.291323, 0.020086], [0.766457, -6.861617, 0.709167], [2.539687, -2.452291, -1.685954], [0.665637, 7.618564, 2.897342], [2.195347, -3.443472, 1.324305], [2.918736, -7.223529, 1.842805], [2.613087, -4.247203, -0.193572], [-1.403137, 3.971364, -1.403788], [1.104922, -2.162031, -2.605273], [1.177419, 2.638995, 8.201013], [-1.119744, 3.529960, -0.184655], [3.488918, 2.419282, 3.144846], [0.080496, 3.976014, -9.417543], [-0.179176, -4.068540, -1.715990], [2.617660, -3.167725, 2.200113], [1.874787, 0.955734, 5.481664], [4.476545, -4.361673, 4.530838], [-7.354053, 2.318460, -2.324351], [3.524357, -5.239018, 2.415631], [1.664538, 7.638569, 5.169270], [-2.296155, 3.328290, 0.454498], [2.642863, 2.540479, -6.310068], [-0.265819, 2.194640, -0.164910], [2.102662, 1.263813, 4.556735], [-4.882945, -2.675853, -3.460168], [-0.662783, 1.848248, -7.114779], [0.348331, 2.121460, 7.976356], [3.963988, 2.287574, 5.366342]], "forces_ev_per_a": [[0.0, -0.1, 0.0], [0.0, 0.1, 0.0], [0.0, -0.1, 0.0], [-0.1, 0.1, -0.1], [0.0, 0.0, 0.0], [0.0, 0.0, 0.0], [-0.1, 0.3, 0.0], [-0.3, 0.3, 0.0], [0.2, 0.5, 0.3], [-0.2, 0.1, -0.1], [-0.1, -0.1, 0.0], [0.0, 0.0, 0.0], [0.0, 0.1, -0.1], [0.0, 0.3, -0.1], [-0.1, 0.0, -0.1], [0.0, 0.0, -0.1], [0.0, 0.0, 0.1], [0.2, 0.0, 0.0], [0.1, 0.0, 0.1], [0.1, 0.0, 0.0], [-0.1, 0.1, -0.2], [0.0, 0.0, 0.1], [0.0, -0.1, 0.0], [0.1, 0.0, 0.0], [0.0, 0.1, 0.0], [0.0, 0.0, 0.8], [0.0, 0.0, 0.0], [0.2, 0.3, 0.0], [0.0, 0.1, 0.0], [-0.1, 0.2, -0.1], [-0.1, 0.3, -0.4], [0.3, 0.6, -0.2], [0.1, 0.0, 0.0], [0.1, 0.0, -0.1], [-0.1, 0.1, -0.1], [0.0, -0.1, 0.0], [-0.1, -0.1, -0.1], [0.0, 0.0, -0.1], [-0.1, -0.3, -0.2], [-0.1, -0.3, 0.0], [0.1, 0.0, 0.0], [0.1, 0.0, 0.0], [-0.1, 0.0, 0.1], [0.1, 0.0, 0.2], [0.0, 0.0, 0.0], [-0.2, -0.3, 0.1], [0.0, 0.0, 0.0], [0.0, 0.0, -0.1], [0.2, 0.1, 0.3], [0.0, 0.1, 0.0], [0.0, -0.2, 0.1], [-0.4, 0.1, -0.3], [0.3, 0.0, 0.0], [-0.1, 0.0, 0.0], [0.0, 0.0, 0.1], [0.5, -0.1, 0.3], [0.1, -0.5, 0.2], [0.3, 0.2, 0.9], [-0.4, 0.0, 0.2], [0.0, 0.0, 0.0], [0.0, 0.0, 0.0], [0.2, 0.2, -0.3], [-0.5, -0.2, 0.0], [0.0, 0.1, 0.0], [0.0, 0.0, 0.0], [-0.3, 0.1, 0.2], [0.0, 0.2, 0.1], [0.2, -0.2, -0.4], [0.2, 0.2, 0.3], [0.0, 0.1, 0.2], [0.0, 0.0, 0.0], [0.1, -0.3, 0.9], [0.0, -0.1, -0.1], [0.1, 0.0, 0.0], [0.1, -0.7, 0.2], [0.2, -0.3, 0.0], [-0.1, 0.1, 0.1], [0.0, 0.0, 0.0], [0.1, 0.0, 0.0], [0.1, -0.1, 0.0], [0.0, 0.0, 0.0], [-0.1, 0.2, -0.2], [-0.2, 0.0, 0.0], [-0.2, -0.7, -2.2], [0.0, -0.2, 0.1], [0.0, -0.1, -0.1], [0.0, 0.0, 0.0], [0.0, 0.1, 0.0], [0.0, -0.1, 0.0]], "mulliken_charge": [0.2010, -0.4013, -0.3952, 0.1243, 0.1644, 0.2161, 0.6022, 0.5965, -0.0564, -0.6965, 0.1756, 0.1573, 0.1812, 0.3516, -0.3322, 0.2187, 0.1064, 0.2125, -0.3425, 0.1972, -0.6168, -0.3170, 0.6803, 0.1508, 0.1873, -0.2980, 0.2282, -0.6478, 0.1419, 0.6815, -0.3660, 0.6006, -0.6376, -0.6502, -0.1512, 0.1609, -0.4128, -0.3245, -0.2747, -0.1968, -0.3382, -0.3536, 0.1564, 0.6177, 0.1895, 0.6035, 0.1630, 0.1810, 0.2907, 0.1577, 0.6105, -0.4983, -0.3715, -0.4248, 0.1493, 0.5657, 0.4112, -0.4077, -0.4782, 0.1488, 0.1831, 0.2437, -0.7258, 0.1387, -0.6934, 0.1866, 0.2914, 0.2185, -0.2519, 0.1420, 0.2154, 0.6313, -0.3519, -0.4234, -0.6815, -0.1454, 0.1866, 0.2180, 0.2142, -0.6813, 0.2098, -0.3025, 0.1993, 0.4985, -0.3673, 0.1321, 0.2231, -0.4016, -0.6984]}